The following is a quantum chemistry calculation of 12 unconnected molecules or ions with the total composition C44H81Cl22F5O3, from the Open Molecules 2025 dataset.

Calculated values
- structure (SMILES) = C=CCCO[C@@H](CCCCCCCCCOC)[C@@H](CC=C)OCC(F)(F)C(F)(F)F.ClCCCl.ClCCCl.ClCCCl.ClCCCl.ClCCCl.ClCCCl.ClCCCl.ClCCCl.ClCCCl.ClCCCl.ClCCCl
- energy relative to the best compared isomer or geometry (same formula, charge and spin) (kcal per mole) = 15.7
- Kohn-Sham gap (eV) = 9.10
- max |F| (eV/Å) = 2.4
- LUMO level (Eh) = 0.0128
- M (u) = 1533.1

Cartesian coordinates (Å):
H: 3.4960 7.6712 10.0039
Cl: 5.0622 -7.4438 -1.6576
H: 3.7793 -7.5686 0.9182
Cl: 1.6004 -10.6050 -5.4129
H: -4.2687 1.9366 1.5637
H: 0.5320 0.2469 -2.6437
H: -0.7974 -0.7131 -0.3215
C: 2.4234 -0.0656 0.0825
H: -8.4525 0.2068 2.7367
C: 8.6442 -3.4901 0.2774
Cl: -6.6795 7.1386 -0.3660
C: 5.8506 3.3184 2.3915
H: -9.5097 6.7280 0.0768
Cl: -2.6829 2.2512 -8.6769
H: 6.1600 4.8916 3.8086
C: 4.3012 -2.3769 3.7200
H: 1.2184 -3.8917 -6.7266
H: -1.0865 -4.6426 -6.8918
H: 3.1913 -8.9092 -5.8094
Cl: -1.7275 -4.6514 -4.6365
H: 0.3383 4.9364 -0.7973
C: 0.6903 -4.1487 -5.8086
C: -3.5708 3.1925 -0.0246
H: 4.9128 3.7368 4.2903
Cl: 4.6060 2.1312 1.9082
C: 1.5040 -1.3151 0.1836
Cl: -2.7966 -1.0390 -7.7870
C: -4.5801 2.1367 0.5188
C: -3.1953 -1.9295 -3.0510
H: -1.0938 -2.6666 0.4893
H: -0.5816 1.3948 -0.7615
C: -1.0134 3.8494 -2.0769
C: -1.3299 -2.3004 -1.6385
H: -2.8949 -3.5133 1.9967
H: 5.1147 -2.8159 1.7694
H: 8.3381 -4.8348 1.9412
Cl: -7.0067 -1.9460 1.4518
H: 3.2358 -7.9185 -3.4784
C: -1.4254 -3.2455 -0.3809
C: 2.8684 -9.4514 -4.9232
F: -6.0193 -2.7026 -2.6651
Cl: 1.2595 -3.0242 -4.5476
Cl: 7.8457 9.4513 3.9322
Cl: 5.5935 5.3534 8.0395
Cl: 1.1688 -7.3630 -4.4285
H: -4.5366 -3.2990 1.1043
H: 3.4804 -0.3882 0.0720
H: -10.1225 -0.1494 2.2877
C: 2.2721 0.9594 1.2036
H: -7.8691 5.3223 -1.2476
C: -0.7965 -4.0418 -6.0303
Cl: 4.0987 5.3803 2.8036
H: -0.0561 2.2896 -3.3173
F: -4.8380 -0.9675 -4.4683
H: -3.4209 0.7153 -6.3374
H: 2.7398 1.9495 1.0201
H: -4.4539 1.2169 -0.0810
H: 0.4248 3.2196 -0.4757
H: 7.0866 7.9726 6.3042
H: 4.7726 5.6157 10.2185
H: -2.0315 4.2516 -1.9977
F: -6.6486 -0.6182 -2.4448
C: 5.3421 4.2701 3.4437
H: 3.0687 6.6323 8.6422
C: -8.6847 -1.3723 1.2813
H: 3.7084 -10.0412 -4.5574
H: -2.5086 -1.7546 -3.8966
Cl: -9.3343 -1.6275 3.9258
H: -0.7921 -4.1339 -0.5241
H: 0.9799 -5.1564 -5.5173
H: 2.2308 0.4523 -0.8687
H: -3.9841 4.2117 0.0122
Cl: 6.9400 -3.5355 -0.2381
C: 3.8763 7.2016 9.0974
O: -5.8986 2.6557 0.4497
H: 1.2845 -0.1234 2.7688
H: -6.5469 1.3162 1.9397
H: -3.4849 -3.9766 -0.9556
H: -1.8089 2.3657 -3.4085
C: -9.1473 -0.5926 2.4880
H: 0.7572 -1.2591 0.9867
C: 1.6231 0.8084 2.3411
Cl: 8.1455 -2.6621 2.8431
H: -3.4111 2.9174 -1.0780
C: -4.4327 -1.0296 -3.1745
H: 6.0991 7.9569 3.3993
Cl: 5.9491 -6.9416 1.5798
Cl: 4.3210 8.5189 7.9807
C: 6.6727 7.4823 5.4262
C: -0.9581 2.4270 -2.7029
Cl: 7.8016 6.1890 4.9343
C: -8.9558 5.8942 0.5034
H: -4.4846 0.8279 -9.2126
H: 9.1842 -4.1917 -0.3577
H: -6.7390 0.7313 0.2673
H: 1.9746 -9.0538 -2.9973
C: -1.2630 4.3127 0.4765
H: 9.0276 -2.4899 0.0862
Cl: -8.6968 6.2330 2.2341
C: -3.4555 -3.4558 1.0620
C: -5.6361 -1.4757 -2.3095
H: -8.7120 -0.7335 0.3979
C: 4.7892 -3.3374 2.6658
H: 5.9009 6.9033 9.7896
H: -1.7719 5.2585 0.2444
C: 5.1208 -8.6704 -0.3649
H: 4.6497 -8.8838 1.7117
C: -0.4947 -0.0233 -2.3423
C: 8.8168 -3.8812 1.7253
H: -2.1701 1.0447 -1.4622
H: 5.1307 -1.7654 4.0746
Cl: 3.5330 -4.5119 2.1970
H: -4.8964 1.9933 -7.9516
H: -7.7935 2.0376 0.8825
C: -6.7689 1.6348 0.9045
H: -4.8083 -0.2037 -6.9210
C: -4.1351 1.2927 -8.2929
H: 1.3558 1.7222 2.8818
C: -0.2848 4.0283 -0.7071
H: 6.1224 -9.0947 -0.3466
C: -2.8926 -3.5988 -0.1173
H: -3.5001 -2.9919 -3.0979
H: 6.6963 2.7534 2.7841
H: -9.5799 5.0028 0.4456
H: -0.6253 4.4203 1.3702
C: 2.3987 -8.5121 -3.8408
C: -2.2503 3.1582 0.7858
H: 2.1517 -2.1723 0.4301
C: -1.1190 1.2576 -1.7095
Cl: 3.0666 -1.2562 3.0798
F: -5.3281 -1.5210 -1.0212
H: -0.9973 -2.8338 -2.5378
O: -2.6132 -1.6566 -1.8021
O: 0.9564 -1.5900 -1.1073
C: -3.8724 0.2662 -7.2194
C: 5.0532 6.3200 9.4361
H: 9.8773 -3.9702 1.9579
H: 5.6304 -3.9128 3.0480
C: -0.3695 -1.1297 -1.2498
H: 5.7423 6.9966 5.7150
H: -2.5683 3.2992 1.8379
C: -7.6598 5.6555 -0.2315
H: -1.0343 -0.3290 -3.2470
H: -1.1016 -3.0131 -6.2142
H: -9.3191 -2.2368 1.0971
F: -4.1236 0.2362 -2.8060
H: -1.7806 2.1660 0.7605
H: 4.4215 -9.4597 -0.6402
H: 5.6202 9.1516 4.6080
H: 3.8748 -2.9020 4.5730
H: 6.1793 3.8463 1.4984
H: -7.0548 4.8943 0.2588
H: -0.4944 4.5181 -2.7868
C: 6.4105 8.4630 4.3112
C: 4.7343 -8.0887 0.9716

These are the Löwdin partial charges, in e, on atoms 1 to 5: H 0.073; Cl 0.579; H 0.063; Cl 0.537; H 0.124

The following is a quantum chemistry calculation of 11 unconnected molecules or ions with the total composition C44H85N3O36P6, from the Open Molecules 2025 dataset.

Calculated values
- structure (SMILES) = O=[N+]([O-])c1ccccc1.O=[N+]([O-])c1ccccc1.O=[N+]([O-])c1ccccc1.COP(=O)(OC)OC.COP(=O)(OC)OC.COP(=O)(OC)OC.COP(=O)(OC)OC.COP(=O)(OC)OC.COP(=O)(OC)OC.CCOC(=O)OC.CCOC(=O)OC
- Kohn-Sham gap (eV) = 9.07
- max |F| (eV/Å) = 2.0
- LUMO level (Eh) = -0.0193
- M (u) = 1418.0

Cartesian coordinates (Å):
H: 3.9476 0.2644 10.6023
C: 11.8431 1.5867 13.2705
H: 1.3879 2.8074 17.1547
H: 1.6210 0.8151 15.7704
H: 9.4733 1.4467 15.2791
H: 5.9571 11.1210 5.9833
C: 7.8981 5.7767 9.6677
H: 6.3732 2.4789 17.5283
C: 5.4883 1.8564 17.4505
H: 10.4590 8.8352 12.5185
C: 3.2770 3.6280 11.4388
O: 2.9967 5.0236 11.3007
O: 4.7526 5.0018 17.7204
H: 10.4288 5.1919 12.0124
C: 9.1160 -1.5053 19.1705
H: 15.2976 4.2672 10.2888
C: 10.5659 8.4255 11.5154
H: 5.7314 4.2152 7.4009
H: 9.6617 2.5223 8.7588
O: 12.1781 4.3737 11.4406
C: 5.9103 9.1521 5.0222
O: 10.5137 9.5280 10.6258
C: 12.3042 -0.3289 4.9169
H: 5.2163 -2.7722 16.9524
P: 4.1932 3.9866 16.6151
O: 12.2425 1.9081 11.9388
C: 4.5896 -0.6194 10.6726
C: 5.7251 7.3102 6.5330
H: 11.4398 7.7711 11.4852
C: 10.5349 1.8728 8.7666
H: 4.5744 -1.0949 9.6915
O: 4.2520 2.5950 17.3657
O: 7.4253 -1.7465 12.2510
H: 2.5840 2.9813 10.9000
P: 9.5700 9.4537 9.3228
P: 13.1976 3.1483 11.7250
H: 4.2469 3.3822 10.9984
H: 5.0984 4.9163 12.5961
H: 8.1849 3.7036 9.0903
C: 5.7312 8.1832 7.6091
H: 5.4523 1.0561 16.7158
H: 9.1561 4.2609 10.4650
H: 7.3953 0.2254 7.6904
C: 7.5518 2.8938 11.7938
O: 2.9201 7.2195 10.0429
C: 9.6829 -1.7443 11.8656
H: 12.8673 -1.1416 10.8582
H: 5.5746 0.9951 13.4466
H: 7.3030 4.7666 5.6940
C: 2.5040 0.1904 15.9170
H: 3.2119 -2.0407 11.5333
O: 2.6512 4.3156 16.5551
O: 12.8292 0.0602 7.9650
O: 14.1707 3.4214 12.7855
O: 8.6771 -2.4594 16.3034
H: 10.7961 1.5750 9.7827
O: 10.9342 -1.6601 7.5180
H: 12.1045 0.5489 13.4577
C: 6.0877 5.4798 17.7068
O: 4.9951 10.2169 9.4207
H: 10.1847 -1.6300 19.3458
N: 5.6762 10.5521 8.4721
H: 8.7178 -1.0685 20.0869
C: 11.3702 4.9155 12.4860
O: 6.3052 11.5861 8.4206
P: 3.8583 6.0048 10.3970
C: 5.3096 5.9754 12.6393
P: 8.1014 -1.2141 16.8351
C: 11.2717 -2.4123 13.5574
N: 9.2870 3.1846 4.6632
H: 6.3528 6.1936 12.8630
C: 5.8496 7.7747 5.2462
C: 4.1428 -1.5286 11.7773
C: 9.5380 12.0160 9.3385
H: 12.7421 0.5266 4.4081
H: 9.1727 -2.5117 13.7943
C: 7.3881 3.7917 6.1550
H: 6.0504 9.5225 4.0154
H: 10.5182 -1.0545 10.0137
P: 11.4849 -0.1448 7.4034
H: 11.4408 -2.8780 14.5188
O: 4.9960 6.5746 11.3647
H: 10.8081 1.8507 13.4829
H: 8.3923 5.9513 8.7104
O: 6.6331 -1.3358 17.4075
C: 2.9897 -0.6670 13.7283
H: 5.6322 7.6918 8.5657
O: 7.1816 3.8001 10.8961
C: 6.4826 2.1687 7.6683
H: 3.2796 3.4242 12.5068
C: 5.5759 -1.8284 16.5535
C: 9.8433 8.0605 7.0973
H: 5.5291 6.2587 6.6959
C: 6.4597 3.4639 7.1304
O: 8.1719 9.1345 9.6196
O: 3.3109 0.0697 14.7682
H: 8.7528 8.1007 7.0891
H: 8.1925 6.4229 10.4884
H: 9.3917 -2.9504 7.1964
H: 10.2107 8.7793 6.3644
C: 5.9199 10.0448 6.0878
O: 9.2827 4.3427 4.3050
H: 2.2872 -0.7937 16.3289
H: 10.0313 -2.2620 5.7305
H: 11.8746 -1.0830 4.2600
C: 9.9872 -2.2199 13.1407
C: 9.0941 0.4447 15.0752
C: 9.7815 -2.0294 6.7694
C: 10.7185 -1.4017 11.0174
O: 10.3496 8.4146 8.3964
H: 8.9550 11.8702 10.2472
H: 3.0871 0.7807 16.6205
H: 4.7640 6.4884 13.4336
H: 6.1340 6.5470 17.5070
H: 9.1116 0.9276 5.9540
H: 11.9005 5.7939 12.8570
H: 9.0282 -1.2421 6.7520
O: 8.6557 2.4842 12.0357
N: 8.2948 -1.6370 11.4116
C: 8.3364 1.6011 6.3042
H: 6.8354 5.9097 9.4628
H: 8.9504 12.6672 8.6914
H: 5.9283 -1.8892 15.5243
C: 7.4275 1.2349 7.3082
O: 13.8226 2.8653 10.2967
H: 2.1229 3.7042 18.4976
H: 3.0649 9.2210 10.6771
H: 9.9536 -0.2135 15.2458
H: 14.9047 3.6260 8.6569
O: 1.9193 -1.1778 13.5294
O: 10.2960 0.6414 8.0799
O: 8.0895 -1.6239 10.2184
H: 5.8738 7.1521 4.3613
H: 5.8131 2.0003 8.5063
C: 5.7418 9.5538 7.3731
C: 12.2974 -2.0168 12.7127
O: 6.4442 2.5658 12.4421
H: 11.1299 4.2709 13.3315
H: 8.8944 0.3423 14.0104
H: 10.2343 7.0724 6.8765
H: 5.4218 1.2831 18.3794
H: 6.6976 5.0296 16.9156
H: 10.4669 12.5381 9.5799
H: 11.3457 2.4935 8.3796
H: 13.1314 -0.8285 5.4315
H: 1.5664 8.3521 11.0576
O: 11.3461 0.1836 5.8404
H: 6.5884 5.1584 18.6194
H: 8.6639 -2.4817 19.0054
H: 13.3344 -2.2091 12.9632
H: 9.7383 7.7302 11.3416
H: 4.8998 -2.2750 12.0209
H: 5.5748 -0.1903 10.8635
H: 6.8843 1.7859 14.3009
C: 8.1739 4.3160 9.9898
O: 9.9963 2.3113 4.2371
H: 4.7786 -1.0904 16.5844
C: 8.3748 2.8784 5.7825
C: 6.5509 1.4631 13.3164
H: 13.7863 4.7376 9.4515
O: 4.9498 4.1037 15.3499
C: 12.0298 -1.4168 11.4841
O: 4.0643 -0.7104 12.9536
C: 14.5051 3.9330 9.6174
C: 1.7163 3.7932 17.4890
H: 0.8433 4.4399 17.5512
O: 8.9099 -0.6088 18.0715
H: 3.0585 8.0466 11.9691
O: 9.9543 10.8423 8.6229
C: 2.6500 8.2617 10.9808
H: 12.3718 2.1342 14.0583
O: 4.4293 5.4073 9.1777
H: 7.1522 0.6505 12.9121
O: 7.9838 0.0725 15.8666

These are the Löwdin partial charges, in e, on atoms 1 to 5: H 0.080; C -0.100; H 0.075; H 0.098; H 0.097

The following is a quantum chemistry calculation of 6 unconnected molecules or ions with the total composition C44H86N2O21S7, from the Open Molecules 2025 dataset.

Calculated values
- structure (SMILES) = CCCCN(CCCCc1c(OC[C@H](C)CC(C)C)c(CCO)c(O)c2c1C(=O)N(O)C2=O)C(=S)SCCC.CCOS(C)(=O)=O.CCOS(C)(=O)=O.CCOS(C)(=O)=O.CCOS(C)(=O)=O.CCOS(C)(=O)=O
- Kohn-Sham gap (eV) = 7.63
- max |F| (eV/Å) = 0.8
- LUMO level (Eh) = -0.0081
- M (u) = 1203.6

Cartesian coordinates (Å):
O: 1.3838 6.8565 2.8366
C: -6.2810 -0.4740 -3.7059
H: 2.3395 0.8887 -3.9047
C: 2.3894 6.3702 2.4344
H: -1.9501 0.4164 -12.5814
H: 0.6785 -1.3968 2.4386
H: -7.1398 -0.0018 -3.2293
H: 7.0890 -10.8559 6.2495
C: -2.8843 1.8496 -8.4600
N: 3.7285 6.8325 2.8536
C: 2.9462 -10.7422 5.8087
C: 1.4075 -0.6323 2.1853
O: -5.8757 1.5906 -5.0051
C: 1.7033 4.5663 0.6711
H: -6.8563 -0.0095 -5.7325
H: 0.5590 2.5269 1.6656
H: -1.6917 4.4828 1.1394
H: -3.9172 4.4098 -4.5507
C: 1.5314 3.1524 -2.2571
H: 3.1850 -4.4882 5.6008
H: -5.6913 4.2123 -4.5577
H: -3.4044 0.0865 1.8994
H: 2.3812 -1.1310 2.2033
H: -3.8710 5.4649 4.7929
H: -0.8492 1.6738 -1.5145
H: 7.0028 -12.5811 5.9066
C: -3.2067 -0.2933 2.9068
H: 2.3604 2.5944 -2.7002
C: 4.1811 -4.9302 5.6502
H: -1.4303 -0.9010 3.9766
H: 2.2390 -9.9681 6.0986
S: 0.0869 2.0185 5.4671
O: 5.0890 -4.1153 4.8635
C: 2.1655 1.1088 -4.9598
S: 4.4070 -10.4615 6.7451
H: -1.0179 3.3684 -0.0506
O: -6.8437 4.2189 3.5159
H: 0.1358 5.3240 -0.5393
O: -4.4871 -0.0118 -9.3097
C: 0.5461 1.7741 -6.7693
O: 5.0767 -9.2878 6.2691
H: -4.0946 -3.3227 1.5155
C: 5.8609 -2.4906 3.1115
H: 1.2789 3.6069 -4.7185
C: 6.9129 -12.1143 8.0094
H: -4.8651 -1.6433 2.9570
S: -5.4654 3.8860 4.2328
H: -4.4360 0.0287 -12.6586
O: 1.3847 2.8147 -0.8725
H: 4.6055 7.3173 1.1646
C: 1.1530 -1.1317 -0.2891
C: -1.4252 1.9824 2.2166
H: -1.7837 -0.8893 -11.4111
C: -3.3379 -2.5790 1.7685
H: 0.3678 -1.8568 -0.0562
H: -3.4844 -2.1974 3.8968
H: -3.2020 1.6762 -7.4332
H: 1.5018 1.6788 -7.2881
C: -0.7813 3.9574 0.8343
C: 6.6274 -11.7948 6.5577
C: 3.8956 4.7584 1.7146
H: 3.0475 1.2732 -0.9626
H: -4.6459 5.8403 3.2246
H: -4.7442 3.8658 -6.0414
H: 5.7298 1.0172 0.4292
C: -1.6900 -0.2826 3.1148
H: 4.5303 2.0314 -1.5216
C: -8.3231 2.3343 4.1189
H: 1.7770 4.2182 -2.3361
O: 5.5657 5.4566 3.3236
O: 4.8049 -0.4760 -0.6756
H: -0.4535 3.6991 -2.7314
H: 6.5848 -11.3130 8.6689
H: 0.1481 2.7665 -6.9832
H: -1.3002 1.3983 -3.1986
C: -0.3539 3.0326 1.9738
H: 6.3992 -13.0273 8.3094
S: 1.5765 0.6068 3.4985
H: 3.1847 -10.6681 4.7517
O: 4.1069 -10.5780 8.1384
C: -2.4678 -0.1328 -11.7979
C: 4.7302 0.6903 0.1482
H: -5.1286 -0.2752 -5.5357
H: -2.3962 2.4752 2.3260
H: -3.6803 0.3641 3.6356
H: 0.8881 -0.6891 -1.2524
O: 3.3483 -3.1535 3.4277
C: -3.7745 -1.7138 2.9612
C: 2.5828 5.1926 1.5440
H: -1.2321 -0.6945 2.2057
H: 2.3531 0.1868 -5.5138
N: -1.2257 1.0836 3.3761
H: 5.1898 -6.7917 5.2458
H: -0.1194 1.0053 -7.1605
O: 4.0793 7.7846 1.8322
C: 4.3800 3.6498 1.0337
H: 2.5554 -11.7242 6.0601
H: -4.2509 -1.3400 -11.5655
C: -3.7466 -0.7471 -12.3263
O: 4.9025 -4.8380 2.5070
H: 5.7177 -0.7637 -0.7348
H: 0.1221 5.9081 1.1220
C: 3.9695 1.7539 -0.6262
C: 0.2790 5.0270 0.5056
S: -3.0983 0.3366 -9.3222
H: -0.4398 3.3851 -4.9735
H: -8.9764 1.5841 3.6725
H: -3.5122 -1.3965 -13.1701
H: 4.5432 -4.8178 6.6696
C: 0.7458 1.6073 -5.2348
O: 5.2114 -11.7386 6.2576
C: 4.1809 -6.3852 5.2370
H: -8.3437 3.5649 2.3486
O: -2.6977 0.8582 -10.7685
C: 0.0074 1.1952 4.0691
H: 0.2724 0.5218 0.7447
H: -8.9231 3.0045 4.7339
O: -5.7109 3.4594 5.5748
C: 3.5416 2.9805 0.1466
O: -3.4241 1.5888 -5.1149
H: 3.5739 -6.9606 5.9342
O: -2.1230 -0.6217 -8.8969
H: 0.2010 0.7129 -2.5814
C: 0.2217 2.8727 -2.9801
H: 7.9861 -12.2526 8.1427
C: -7.6220 3.1044 3.0199
C: -0.4582 1.5807 -2.5258
H: -2.4185 -3.1285 1.9825
C: 2.2267 3.4700 -0.0240
H: -6.4871 -1.5367 -3.8329
O: 5.6929 3.2797 1.2024
H: -6.9734 2.4608 2.4237
H: -5.4265 -0.3670 -3.0397
H: 4.1832 0.4256 1.0617
H: 3.7746 -6.5134 4.2342
C: 0.4394 2.9278 -4.5138
H: -3.5109 2.6042 -8.9294
H: -1.4987 1.3595 1.3151
S: -4.5314 2.1805 -4.4182
H: 1.9966 0.6664 0.6009
O: -4.5564 2.1402 -2.9899
C: -4.8115 5.5166 4.2481
H: -0.1597 3.6245 2.8709
C: -4.7513 3.8402 -4.9552
H: 6.8477 -2.9186 3.2645
H: -3.1531 -1.9653 0.8837
H: 5.6765 -1.6654 3.7940
H: -5.5124 6.1682 4.7625
S: 4.6550 -3.7404 3.3899
H: 0.0629 0.8222 -4.9115
C: -6.0156 0.1455 -5.0608
H: -7.6126 1.8286 4.7702
H: 2.9040 1.8488 -5.2825
H: -1.8366 2.1347 -8.4862
O: -4.6911 3.0545 3.3613
C: 1.1966 -0.0551 0.7879
C: 4.5734 5.6397 2.6948
H: 2.1012 -1.6597 -0.3940
H: 5.7697 2.7552 2.0074
H: 5.7419 -2.1723 2.0775

These are the Löwdin partial charges, in e, on atoms 1 to 5: O 0.170; C -0.069; H 0.061; C -0.320; H 0.121